(1)
Computed, not measured: a molecular structure, C25H48Be2BrClF2N4O8S in a non-equilibrium geometry, with ωB97M-V with the def2-TZVPD basis set.

Structure (XYZ):
```
92
C25H48Be2BrClF2N4O8S | the OMol25 dataset | ωB97M-V with the def2-TZVPD basis set
C 2.521 -1.628 2.184
C 2.154 -1.932 0.877
N 0.988 -1.408 0.140
C 0.167 -0.517 0.968
N -0.942 -1.126 1.655
C -2.223 -1.109 0.892
C -2.090 -1.251 -0.686
N -0.618 -2.372 2.207
C -0.471 -2.235 3.514
C -0.831 -0.934 4.338
C 0.161 -3.440 4.350
N 0.417 0.785 1.036
C -0.421 1.727 1.822
C -1.210 2.775 0.876
C -2.767 2.433 0.702
Br -3.797 2.476 2.445
C 1.578 1.288 0.230
C 2.085 2.739 0.628
C 3.593 3.016 0.119
C 3.531 3.207 -1.467
C 4.484 2.152 -2.187
C 3.777 0.773 -2.545
C 2.710 0.991 -3.709
C 1.751 -0.262 -3.945
C 2.502 -1.668 -3.962
C 1.366 -2.796 -4.119
O 1.093 -3.098 -5.499
C 0.634 -4.451 -5.658
H 3.283 -2.317 2.672
H 2.149 -0.757 2.794
H 2.783 -2.702 0.325
H 0.429 -2.245 -0.100
H -2.816 -0.208 1.242
H -2.815 -2.020 1.248
H -1.661 -2.291 -0.886
H -3.136 -1.252 -1.117
H -1.515 -0.424 -1.198
H -1.095 -1.287 5.391
H -1.735 -0.369 3.961
H 0.075 -0.247 4.468
H 0.617 -4.200 3.659
H 0.928 -2.995 5.068
H -0.686 -3.851 4.987
H 0.195 2.349 2.556
H -1.210 1.220 2.448
H -0.708 2.831 -0.139
H -1.130 3.812 1.364
H -2.971 1.495 0.094
H -3.225 3.277 0.081
H 1.224 1.307 -0.860
H 2.477 0.607 0.257
H 1.369 3.569 0.326
H 2.154 2.789 1.771
H 3.956 3.945 0.676
H 4.255 2.167 0.467
H 3.930 4.256 -1.688
H 2.458 3.178 -1.826
H 4.810 2.623 -3.175
H 5.442 2.024 -1.583
H 4.606 0.054 -2.863
H 3.244 0.271 -1.681
H 2.041 1.889 -3.476
H 3.316 1.171 -4.663
H 1.266 -0.134 -4.960
H 0.929 -0.261 -3.156
H 3.075 -1.845 -2.994
H 3.182 -1.735 -4.865
H 1.680 -3.688 -3.495
H 0.406 -2.385 -3.642
H 0.992 -4.797 -6.683
H 1.051 -5.175 -4.884
H -0.496 -4.547 -5.613
C -7.633 2.940 -1.272
C -6.442 3.686 -0.759
O -5.386 2.740 -0.925
C -5.756 1.884 -1.889
O -5.018 1.060 -2.398
O -7.054 2.053 -2.233
H -8.369 3.595 -1.738
H -8.126 2.348 -0.498
H -6.216 4.576 -1.351
H -6.548 3.975 0.288
O 3.574 -3.863 5.329
S 3.376 -4.813 6.463
O 3.809 -6.152 6.051
O 1.956 -4.835 6.826
O 4.178 -4.364 7.604
Be -2.335 4.788 2.755
F -5.902 2.960 3.702
Be -5.281 2.206 -3.959
Cl -2.334 2.876 -1.649
F 2.241 -4.892 4.144
```

Calculated values
* HOMO energy: -8.04 eV
* E_LUMO: -5.7 eV
* net charge: 0
* frontier orbital gap: 0.085 hartree
* F_max: 5.2 eV/Å

(2)
Computed, not measured: a molecular structure, C25H48BrClI2N2O7P2 in a non-equilibrium geometry, with ωB97M-V with the def2-TZVPD basis set.

Structure (XYZ):
```
88
C25H48BrClI2N2O7P2 | the OMol25 dataset | ωB97M-V with the def2-TZVPD basis set
C 1.762 0.338 -1.775
C 1.846 -0.367 -0.808
C 2.028 -1.193 0.381
C 1.543 -0.538 1.723
O 0.641 0.490 1.339
C -0.336 0.937 2.201
O -0.164 0.548 3.497
Cl -0.177 2.782 2.129
C -1.806 0.562 1.731
O -2.398 -0.205 2.743
C -3.787 -0.024 2.986
O -4.451 0.239 1.773
C -4.293 -1.380 3.566
N -5.223 -2.076 2.684
C -4.140 1.133 3.941
C -3.392 1.326 5.272
C -2.673 0.130 5.852
Br -2.176 2.854 5.194
C -1.814 -0.147 0.375
I -2.426 -2.147 0.368
C -1.492 0.481 -0.749
C -1.120 1.936 -0.814
I -1.491 -0.427 -2.633
P 0.652 -1.947 2.586
P 1.063 -1.857 4.729
O 1.661 -0.641 5.296
O 1.957 -3.143 5.087
O -0.372 -2.192 5.349
C 2.783 0.057 2.431
C 3.424 1.132 1.544
C 3.774 -1.028 2.907
C 5.247 -0.824 2.544
C 6.106 -1.962 3.135
H 1.552 1.110 -2.470
H 3.092 -1.407 0.456
H 1.513 -2.138 0.202
H 0.463 1.129 3.948
H -2.341 1.499 1.586
H -4.892 1.091 1.825
H -4.795 -1.130 4.503
H -3.439 -2.019 3.770
H -5.324 -3.032 2.998
H -6.142 -1.658 2.732
H -5.201 1.025 4.163
H -4.035 2.063 3.378
H -4.125 1.655 6.001
H -2.283 0.384 6.835
H -1.867 -0.206 5.212
H -3.385 -0.685 5.974
H -1.876 2.533 -0.302
H -0.155 2.124 -0.354
H -1.082 2.272 -1.844
H 1.456 -3.036 2.221
H 1.667 -3.929 4.607
H -0.424 -1.757 6.212
H 2.462 0.590 3.324
H 3.927 0.735 0.667
H 4.117 1.727 2.131
H 2.650 1.808 1.187
H 3.508 -1.998 2.484
H 3.733 -1.118 3.988
H 5.592 0.115 2.972
H 5.393 -0.799 1.466
H 6.697 -1.608 3.975
H 6.802 -2.347 2.395
H 5.476 -2.779 3.481
C 1.629 0.278 -5.736
C 1.301 0.938 -7.065
N 0.415 0.139 -7.894
C 0.294 0.639 -9.251
C -0.356 2.013 -9.466
C -0.823 -0.281 -7.258
C -1.766 0.805 -6.720
H 2.065 -0.710 -5.886
H 2.349 0.888 -5.187
H 0.744 0.176 -5.109
H 2.230 1.081 -7.625
H 0.903 1.947 -6.867
H -0.249 -0.106 -9.839
H 1.303 0.669 -9.673
H -1.438 1.977 -9.351
H -0.152 2.357 -10.482
H 0.038 2.765 -8.782
H -0.567 -0.949 -6.433
H -1.363 -0.910 -7.970
H -1.224 1.591 -6.192
H -2.469 0.363 -6.011
H -2.355 1.269 -7.510
```

Calculated values
* HOMO energy: -8.02 eV
* E_LUMO: 0.2 eV
* net charge: 0
* frontier orbital gap: 0.302 hartree
* F_max: 1.3 eV/Å

(3)
Computed, not measured: a molecular structure, C25H48F3Na3O27S in a non-equilibrium geometry, with ωB97M-V with the def2-TZVPD basis set.

Structure (XYZ):
```
107
C25H48F3Na3O27S | the OMol25 dataset | ωB97M-V with the def2-TZVPD basis set
Na 2.681 1.825 3.669
Na -2.458 -0.616 4.753
Na 3.223 -3.195 1.481
C 0.163 -0.417 0.219
F 0.211 -1.573 -0.510
F 1.124 0.296 -0.229
F -0.982 0.213 0.068
S 0.435 -0.676 2.148
O 1.105 0.566 2.682
O -0.862 -0.982 2.772
O 1.371 -1.827 2.235
C -3.854 -5.395 5.626
O -2.436 -5.229 5.722
C -1.940 -4.035 5.394
O -2.513 -3.082 4.996
O -0.610 -4.075 5.638
C 0.252 -2.994 5.405
H -4.104 -6.246 6.259
H -4.269 -5.609 4.641
H -4.318 -4.609 6.221
H -0.169 -2.222 4.762
H 1.112 -3.399 4.872
H 0.568 -2.493 6.320
C -4.124 1.041 0.224
O -4.674 2.353 0.221
C -3.902 3.395 -0.254
O -2.879 3.323 -0.876
O -4.527 4.491 0.140
C -3.895 5.745 0.098
H -4.914 0.384 0.590
H -3.298 0.837 0.905
H -3.825 0.709 -0.770
H -3.784 6.035 -0.946
H -2.969 5.671 0.669
H -4.568 6.401 0.650
C -0.284 2.951 1.698
O -0.168 4.329 1.557
C 0.903 4.912 2.120
O 1.812 4.466 2.802
O 0.730 6.223 1.901
C 1.726 7.178 2.273
H -1.288 2.575 1.502
H 0.008 2.716 2.722
H 0.354 2.401 1.007
H 2.594 7.002 1.637
H 1.926 7.020 3.333
H 1.302 8.167 2.098
C -2.618 -2.727 1.056
O -3.999 -2.838 1.227
C -4.601 -2.115 2.214
O -4.119 -1.332 3.058
O -5.886 -2.430 2.079
C -6.919 -1.770 2.788
H -2.205 -3.241 0.188
H -2.101 -3.016 1.971
H -2.230 -1.718 0.913
H -6.781 -1.806 3.869
H -7.902 -2.176 2.552
H -6.865 -0.710 2.539
C 2.236 3.199 -1.316
O 1.820 4.489 -0.879
C 2.401 5.563 -1.376
O 3.140 5.463 -2.357
O 1.957 6.657 -0.807
C 2.186 7.953 -1.351
H 1.557 2.425 -0.958
H 3.265 2.929 -1.080
H 2.119 3.207 -2.400
H 3.203 8.301 -1.170
H 1.505 8.690 -0.924
H 1.918 7.924 -2.408
C 7.515 -3.701 -2.931
O 6.726 -2.553 -2.492
C 5.481 -2.387 -2.967
O 5.068 -2.960 -3.946
O 4.940 -1.282 -2.355
C 3.645 -0.856 -2.693
H 6.911 -4.533 -3.294
H 8.126 -4.074 -2.109
H 8.204 -3.430 -3.730
H 2.985 -1.213 -1.903
H 3.343 -1.176 -3.690
H 3.413 0.205 -2.783
C 1.558 -3.908 -2.858
O 1.195 -5.144 -2.327
C 1.601 -5.526 -1.101
O 2.229 -4.773 -0.374
O 1.177 -6.703 -0.787
C 0.373 -7.537 -1.536
H 0.660 -3.606 -3.398
H 2.427 -3.958 -3.513
H 1.711 -3.159 -2.081
H 0.782 -7.953 -2.457
H -0.602 -7.084 -1.712
H 0.332 -8.422 -0.901
C 0.330 1.187 -6.925
O 0.115 1.313 -5.531
C 1.136 1.400 -4.651
O 2.273 1.781 -4.916
O 0.740 0.946 -3.411
C -0.445 0.217 -3.209
H 0.062 2.014 -7.583
H -0.310 0.334 -7.148
H 1.366 0.901 -7.105
H -1.295 0.827 -3.515
H -0.435 0.035 -2.134
H -0.406 -0.693 -3.807
```

Calculated values
* HOMO energy (alpha / beta): -16.00 / -16.00 eV
* E_LUMO (alpha / beta): -7.5 / -13.1 eV
* spin multiplicity: 2
* <S²>: 0.755
* net charge: +3
* frontier orbital gap (alpha / beta): 0.312 / 0.106 hartree
* F_max: 4.8 eV/Å

(4)
Computed, not measured: a molecular structure, C25H48FeOP4 in a non-equilibrium geometry, with ωB97M-V with the def2-TZVPD basis set.

Structure (XYZ):
```
79
C25H48FeOP4 | the OMol25 dataset | ωB97M-V with the def2-TZVPD basis set
Fe 0.469 1.209 0.001
P 2.029 1.673 1.715
P -0.196 2.704 -1.336
P 1.968 0.039 -1.080
H -2.447 -3.900 -0.065
C -1.416 -4.240 -0.201
C -0.566 -4.330 0.833
H -0.909 -4.169 1.861
C 1.384 2.631 3.134
C 3.515 2.633 1.246
C 2.649 0.159 2.525
C -1.527 1.984 -2.378
C -0.979 4.219 -0.675
C 0.968 3.390 -2.568
C 1.824 -1.717 -0.557
C 3.789 0.274 -1.086
C 1.688 -0.040 -2.889
H -1.125 -4.539 -1.211
H 0.481 -4.623 0.693
H 0.867 1.971 3.840
H 0.684 3.404 2.795
H 2.239 3.111 3.624
H 3.262 3.354 0.458
H 4.316 1.979 0.883
H 3.857 3.179 2.133
H 1.812 -0.378 2.993
H 3.373 0.447 3.301
H 3.141 -0.511 1.810
H -1.317 2.237 -3.425
H -2.487 2.418 -2.072
H -1.572 0.888 -2.275
H -0.633 5.072 -1.271
H -0.689 4.373 0.372
H -2.070 4.133 -0.742
H 1.033 4.474 -2.416
H 0.598 3.181 -3.579
H 1.970 2.959 -2.451
H 2.627 -2.299 -1.027
H 0.843 -2.087 -0.891
H 1.891 -1.809 0.534
H 4.211 -0.389 -1.853
H 4.233 0.026 -0.114
H 4.032 1.313 -1.341
H 2.512 -0.608 -3.339
H 1.656 0.966 -3.325
H 0.734 -0.549 -3.075
C -1.564 -2.036 -2.740
C -3.000 -2.002 -2.881
C -3.629 -2.830 -3.791
C -2.886 -3.656 -4.644
C -1.487 -3.664 -4.574
C -0.820 -2.865 -3.664
O -0.974 -1.391 -1.808
H 0.931 2.522 0.654
H -3.555 -1.347 -2.212
H -4.719 -2.830 -3.844
H -3.398 -4.292 -5.367
H -0.909 -4.309 -5.239
H 0.265 -2.870 -3.575
C -2.260 2.195 1.904
P -1.246 0.815 1.267
C -2.520 -0.249 0.522
C -0.893 -0.157 2.810
C -0.458 -1.483 2.661
C -0.053 -2.221 3.777
C -0.118 -1.651 5.055
C -0.611 -0.353 5.213
C -1.020 0.386 4.097
H -1.631 2.995 2.314
H -2.860 2.598 1.077
H -2.930 1.816 2.687
H -2.988 -0.861 1.304
H -3.275 0.377 0.031
H -2.053 -0.906 -0.232
H -0.446 -1.948 1.673
H 0.301 -3.244 3.646
H 0.203 -2.226 5.924
H -0.685 0.092 6.206
H -1.437 1.384 4.241
```

Calculated values
* HOMO energy (alpha / beta): -16.16 / -16.79 eV
* E_LUMO (alpha / beta): -9.6 / -11.4 eV
* spin multiplicity: 6
* <S²>: 8.828
* net charge: +3
* frontier orbital gap (alpha / beta): 0.242 / 0.198 hartree
* F_max: 5.4 eV/Å

(5)
Computed, not measured: a molecular structure, C25H48IrP4Se in a non-equilibrium geometry, with ωB97M-V with the def2-TZVPD basis set.

Structure (XYZ):
```
79
C25H48IrP4Se | the OMol25 dataset | ωB97M-V with the def2-TZVPD basis set
Ir -0.200 -0.113 -0.267
P -2.457 -0.188 -0.519
P 0.076 -2.497 -0.447
P -0.090 2.335 -0.436
H 1.944 -0.906 -2.008
C 1.714 0.005 -1.444
C 2.007 0.001 -0.044
H 2.440 -0.895 0.398
C -2.861 -0.174 -2.299
C -3.455 -1.639 -0.002
C -3.494 1.204 0.077
C 1.809 -3.121 -0.400
C -0.718 -3.711 0.691
C -0.571 -3.033 -2.082
C 1.578 3.111 -0.318
C -1.009 3.516 0.642
C -0.700 2.822 -2.102
H 1.865 0.943 -1.981
H 2.303 0.939 0.428
H -3.949 -0.198 -2.429
H -2.428 -1.043 -2.803
H -2.473 0.733 -2.772
H -4.496 -1.452 -0.306
H -3.444 -1.783 1.081
H -3.136 -2.567 -0.487
H -4.538 1.005 -0.202
H -3.215 2.159 -0.376
H -3.461 1.305 1.165
H 1.798 -4.185 -0.674
H 2.236 -3.027 0.606
H 2.453 -2.579 -1.101
H -0.674 -4.710 0.231
H -1.769 -3.459 0.869
H -0.192 -3.762 1.652
H -0.167 -4.039 -2.270
H -0.247 -2.349 -2.879
H -1.669 -3.085 -2.074
H 1.498 4.153 -0.658
H 2.315 2.586 -0.930
H 1.905 3.103 0.732
H -1.086 4.478 0.119
H -0.464 3.678 1.578
H -2.016 3.162 0.876
H -0.348 3.844 -2.313
H -1.799 2.805 -2.127
H -0.316 2.145 -2.880
C 1.206 0.115 -5.714
C 2.497 -0.133 -5.206
C 3.595 -0.067 -6.064
C 3.406 0.192 -7.431
C 2.113 0.374 -7.943
C 1.010 0.330 -7.095
Se -0.317 0.156 -4.553
H 0.526 0.099 -3.286
H 2.616 -0.365 -4.148
H 4.597 -0.222 -5.662
H 4.271 0.242 -8.096
H 1.960 0.553 -9.007
H -0.006 0.459 -7.466
C -1.508 -1.254 3.036
P -0.391 -0.079 2.176
C -1.022 1.431 2.998
C 1.150 -0.378 3.199
C 1.775 -1.624 3.056
C 2.887 -1.949 3.838
C 3.348 -1.060 4.807
C 2.683 0.147 5.010
C 1.594 0.497 4.210
H -2.558 -1.143 2.747
H -1.427 -0.983 4.095
H -1.213 -2.301 2.945
H -1.155 1.192 4.059
H -0.318 2.268 2.918
H -1.989 1.723 2.581
H 1.376 -2.350 2.344
H 3.372 -2.908 3.691
H 4.209 -1.320 5.418
H 2.995 0.818 5.796
H 1.079 1.442 4.385
```

Calculated values
* HOMO energy (alpha / beta): -17.04 / -19.84 eV
* E_LUMO (alpha / beta): -11.1 / -15.3 eV
* spin multiplicity: 6
* <S²>: 8.782
* net charge: +4
* frontier orbital gap (alpha / beta): 0.217 / 0.167 hartree
* F_max: 4.2 eV/Å

Q: Number 1 is which compound?
A: C25H48Be2BrClF2N4O8S

Q: Number 5 is which compound?
A: C25H48IrP4Se

Q: What is the formula in the fifth record?
A: C25H48IrP4Se